Record 1
A structure of composition C35H42ClCoN2O2Si in a non-equilibrium geometry. Source: the Open Molecules 2025 dataset; level of theory: ωB97M-V with the def2-TZVPD basis set.

```
84
Properties=species:S:1:pos:R:3
Co -0.154 0.033 -0.660
C 0.368 -2.089 -2.697
C 1.038 -0.899 -3.385
C 0.276 0.429 -3.382
C 2.490 -0.666 -2.999
C 3.353 -0.589 -4.088
C 4.690 -0.314 -3.935
C 5.176 -0.149 -2.655
C 4.382 -0.243 -1.509
C 5.234 -0.053 -0.235
C 5.530 -1.333 0.569
C 4.916 1.204 0.587
C 2.984 -0.475 -1.691
N 1.980 -0.462 -0.645
C 2.382 -0.569 0.579
C 1.690 -0.559 1.837
C 2.356 -0.799 3.033
C 1.425 -0.697 4.074
C 0.204 -0.379 3.491
N 0.373 -0.334 2.151
C -1.107 -0.060 4.171
C -0.886 1.142 5.099
C -1.560 -1.270 4.995
C -2.179 0.299 3.146
H -0.616 -2.265 -3.136
H 0.215 -1.980 -1.621
H 0.976 -2.984 -2.852
H 1.091 -1.198 -4.439
H 0.234 0.909 -2.392
H -0.752 0.298 -3.721
H 0.778 1.149 -4.030
H 2.937 -0.727 -5.079
H 5.347 -0.225 -4.791
H 6.231 0.055 -2.525
H 6.221 0.169 -0.648
H 4.681 -1.831 1.028
H 6.239 -1.096 1.365
H 6.003 -2.062 -0.091
H 3.909 1.257 0.998
H 5.049 2.084 -0.044
H 5.616 1.281 1.421
H 3.427 -0.709 0.778
H 3.408 -1.020 3.114
H 1.607 -0.812 5.128
H -0.107 0.937 5.833
H -1.810 1.375 5.633
H -0.586 2.017 4.522
H -0.805 -1.554 5.729
H -1.746 -2.129 4.350
H -2.483 -1.033 5.528
H -1.875 1.167 2.558
H -3.113 0.541 3.654
H -2.369 -0.515 2.445
Cl 0.368 3.915 2.410
C 1.048 3.961 0.742
C 0.459 2.929 -0.231
O 0.479 3.259 -1.414
O 0.079 1.842 0.282
H 2.114 3.761 0.847
H 0.900 4.965 0.359
C -5.212 3.484 -1.157
C -4.446 3.277 -0.020
C -3.607 2.174 0.064
C -3.508 1.235 -0.967
C -4.280 1.481 -2.109
C -5.120 2.581 -2.207
Si -2.275 -0.217 -0.807
C -3.348 -1.762 -1.197
C -3.422 -2.785 -0.245
C -4.137 -3.955 -0.466
C -4.797 -4.148 -1.670
C -4.727 -3.160 -2.644
C -4.015 -1.994 -2.407
H -5.862 4.347 -1.232
H -4.491 3.983 0.801
H -2.995 2.052 0.948
H -4.222 0.809 -2.956
H -5.697 2.740 -3.111
H -0.327 -0.046 1.465
H -2.897 -2.662 0.697
H -4.175 -4.718 0.302
H -5.353 -5.059 -1.852
H -5.228 -3.302 -3.595
H -3.973 -1.253 -3.196
```

Results
Total charge: -1
Energy relative to the best compared isomer or geometry (same formula, charge and spin): 2.8702 eV
Calculated total energy: -102079.0364 eV
HOMO level (spin up / spin down): -3.2 / -3.5 eV
2S+1: 2
Gap between HOMO and LUMO (spin up / spin down): 0.2123 / 0.2239 hartree

Atom charges from the Mulliken analysis, given in e for atoms 1 to 2: -0.007 -1.645

Record 2
A structure of composition C35H42F5FeIO3Se. Source: the Open Molecules 2025 dataset; level of theory: ωB97M-V with the def2-TZVPD basis set.

```
88
Properties=species:S:1:pos:R:3
Fe 2.385 1.942 0.928
C -4.568 -0.831 2.177
C -3.408 -1.602 2.809
C -3.234 -2.920 2.041
C -3.775 -1.910 4.267
C -2.100 -0.813 2.749
C -1.989 0.421 2.134
C -0.758 1.056 2.043
Se -0.619 2.761 1.170
C -0.637 2.197 -0.667
C -1.828 1.800 -1.257
C -1.854 1.380 -2.576
C -0.655 1.451 -3.289
C 0.552 1.867 -2.748
C 0.579 2.190 -1.368
O 1.712 2.476 -0.751
C 1.816 1.981 -3.608
C 2.342 3.424 -3.541
C 1.538 1.659 -5.078
C 2.906 1.017 -3.121
C -3.110 0.838 -3.255
C -2.867 -0.624 -3.659
C -3.436 1.663 -4.507
C -4.324 0.880 -2.325
C 0.413 0.485 2.564
O 1.582 1.078 2.395
C 0.303 -0.737 3.275
C -0.942 -1.346 3.319
C 1.521 -1.356 3.970
C 1.161 -2.638 4.725
C 2.611 -1.711 2.950
C 2.083 -0.357 4.994
H -5.484 -1.422 2.251
H -4.739 0.121 2.684
H -4.384 -0.629 1.120
H -4.158 -3.504 2.069
H -2.978 -2.723 0.998
H -2.435 -3.526 2.470
H -4.715 -2.466 4.312
H -3.006 -2.509 4.756
H -3.894 -0.985 4.835
H -2.850 0.914 1.704
H -2.727 1.815 -0.656
H -0.675 1.161 -4.331
H 1.598 4.121 -3.935
H 2.575 3.706 -2.517
H 3.250 3.515 -4.144
H 0.781 2.321 -5.505
H 2.460 1.791 -5.649
H 1.212 0.625 -5.211
H 3.201 1.242 -2.100
H 2.557 -0.017 -3.168
H 3.789 1.107 -3.760
H -2.031 -0.708 -4.355
H -2.630 -1.228 -2.781
H -3.756 -1.041 -4.141
H -2.625 1.624 -5.235
H -4.340 1.281 -4.990
H -3.602 2.709 -4.243
H -4.168 0.264 -1.437
H -4.546 1.899 -2.002
H -5.201 0.495 -2.851
H -1.026 -2.297 3.828
H 0.808 -3.420 4.049
H 2.054 -3.013 5.228
H 0.397 -2.462 5.486
H 2.232 -2.422 2.211
H 2.971 -0.826 2.432
H 3.459 -2.176 3.462
H 1.336 -0.134 5.760
H 2.961 -0.785 5.486
H 2.376 0.572 4.511
I 5.457 2.916 1.659
C 3.384 3.562 1.702
H 3.373 4.472 1.108
H 3.198 3.786 2.749
F 2.721 -4.387 -2.091
C 2.901 -3.194 -1.500
C 4.174 -2.717 -1.246
F 5.238 -3.455 -1.597
C 4.358 -1.490 -0.638
F 5.614 -1.074 -0.421
C 3.288 -0.670 -0.250
O 3.509 0.484 0.310
C 2.017 -1.194 -0.520
F 0.932 -0.479 -0.178
C 1.817 -2.417 -1.128
F 0.573 -2.855 -1.360
```

Results
Total charge: -1
Energy relative to the best compared isomer or geometry (same formula, charge and spin): 0.0000 eV
Calculated total energy: -164544.2672 eV
HOMO level (spin up / spin down): -5.3 / -5.4 eV
2S+1: 6
Gap between HOMO and LUMO (spin up / spin down): 0.2826 / 0.2834 hartree

Atom charges from the Mulliken analysis, given in e for atoms 1 to 2: 1.096 -1.933